Record 1
DFT (ωB97M-V with the def2-TZVPD basis set) results for a cluster of 2 separate species, C3H7NO2 in total.

```
13
Properties=species:S:1:pos:R:3:forces:R:3
C 1.309334 0.585627 -0.070761 -0.11 0.10 -0.15
O -1.758001 0.942097 -1.829772 0.31 -0.18 0.19
H 2.064380 1.167236 0.452196 -0.15 0.00 -0.09
H 1.579095 -0.436176 -0.327506 -0.06 0.19 0.01
H -0.243921 -0.142688 1.739160 0.00 -0.06 0.04
H -0.140244 2.128061 -0.164288 0.07 -0.13 -0.07
H -1.617711 -1.498898 -1.550112 0.07 0.02 0.10
N -0.865548 -1.014292 -1.082368 -0.15 0.02 0.06
C -0.931121 0.351703 -1.156294 -0.06 0.05 -0.07
C 0.121431 1.097174 -0.390411 0.19 0.02 0.00
H 0.881558 -0.739042 2.555392 -0.12 -0.15 -0.04
O 0.075552 -0.985349 2.083970 0.03 0.02 0.17
H -0.474801 -1.455454 -0.259212 0.00 0.10 -0.15
```
Positions in Å, forces in eV/Å.

The value obtained for the total energy is -323.73991 Eh. The orbital gap comes out at 10.556 eV. As for the net charge: 0. As for the SMILES: C=CC(N)=O.O.

Record 2
DFT (ωB97M-V with the def2-TZVPD basis set) results for a cluster of 2 separate species, C3H3N3O in total.

```
10
Properties=species:S:1:pos:R:3:forces:R:3
N -0.368262 -2.615874 -0.319733 -0.63 -0.05 -1.98
H 1.443829 -1.290574 0.702924 -0.28 0.15 -0.04
O 0.070637 -0.472331 1.934965 0.39 -0.03 -0.19
C 0.590585 -0.592212 0.850229 -0.04 0.46 0.52
C -0.084487 1.492029 -0.172848 -0.09 0.51 -0.17
N -0.181466 2.704096 -0.092752 0.01 -0.67 -0.14
H 0.029053 -0.260058 -1.295790 0.45 0.59 0.20
N -0.569064 -2.258539 -1.342332 0.17 -1.20 1.62
C 0.181846 0.211949 -0.328209 0.01 0.25 0.02
H -1.112671 3.081514 0.063546 0.03 -0.01 0.16
```
Positions in Å, forces in eV/Å.

The value obtained for the total energy is -355.58999 Eh. The orbital gap comes out at 9.921 eV. As for the net charge: 0. As for the SMILES: N=C=CC=O.N#N.

Record 3
DFT (ωB97M-V with the def2-TZVPD basis set) results for an isolated molecule of C3H6BNO2.

```
13
Properties=species:S:1:pos:R:3:forces:R:3
H 2.107476 1.780189 -0.512819 0.24 -0.92 0.61
B -1.383806 0.096770 0.255741 0.74 -1.75 -0.38
C 2.207037 0.854277 0.122349 1.46 -0.68 -1.96
C -1.273953 -1.317232 -0.488965 4.46 2.80 3.30
O -0.198706 0.750120 0.557083 0.35 0.14 -0.33
H -1.543145 -1.356055 -1.455398 -0.53 -0.25 -3.56
N 0.892336 -1.092968 -0.432600 -3.40 1.91 0.51
C 0.923600 0.107520 0.076895 -0.71 -2.96 -0.90
H -3.321512 0.463464 0.344608 -2.06 -0.92 -0.92
H 3.028785 0.136394 -0.312960 -1.62 1.57 0.69
H -1.465929 -2.206524 0.035132 -0.11 -1.03 0.78
H 2.529226 1.132811 1.100532 -0.06 0.28 0.80
O -2.501405 0.651228 0.710402 1.23 1.81 1.37
```
Positions in Å, forces in eV/Å.

The value obtained for the total energy is -347.99910 Eh. The orbital gap comes out at 9.250 eV. As for the net charge: 0.